[1]
157
Properties=species:S:1:pos:R:3:lowdin_charge:R:1 method="wB97M-V/def2-TZVPD" homo_lumo_gap_ev=6.60
C 1.85 -1.08 -2.96 -0.110
C 1.93 -2.53 -3.78 -0.198
C 2.09 -3.69 -2.61 -0.019
C 0.74 -4.61 -2.24 -0.018
C -0.70 -4.42 -3.01 -0.128
C -1.43 -2.97 -2.76 -0.187
O -1.85 -2.81 -1.36 -0.176
C -2.39 -1.47 -1.09 -0.079
C -4.02 -1.33 -1.26 -0.137
F -4.49 -1.73 -2.63 -0.006
F -4.34 0.15 -1.17 -0.013
C -4.91 -2.20 -0.19 -0.089
F -4.34 -3.55 0.12 0.030
F -6.23 -2.47 -0.88 0.017
C -5.18 -1.46 1.25 -0.111
F -4.10 -0.53 1.68 0.014
F -5.19 -2.57 2.28 0.005
C -6.69 -0.77 1.37 -0.068
F -7.01 0.14 0.24 -0.015
F -7.70 -1.85 1.60 -0.019
C 0.97 -5.77 -1.06 -0.009
C -0.33 -6.73 -0.65 -0.172
C -0.18 -8.17 -1.43 -0.201
C -1.59 -8.77 -2.04 -0.292
N -2.75 -8.72 -1.06 -0.061
C 2.44 -6.00 -0.31 -0.036
C 2.48 -7.17 0.84 -0.060
C 1.84 -6.65 2.30 -0.144
O 1.70 -7.62 3.25 -0.021
F 1.40 -5.25 2.56 -0.030
C 3.77 -5.12 -0.70 0.028
C 3.56 -3.93 -1.85 0.035
C 4.90 -3.02 -2.19 -0.159
O 5.14 -2.40 -3.35 -0.029
C 6.08 -2.90 -1.01 -0.046
C 6.98 -1.51 -1.06 -0.151
C 6.03 -0.14 -1.23 -0.172
C 6.54 0.59 -2.62 -0.279
N 5.35 1.29 -3.26 -0.047
C 6.29 -3.99 0.02 -0.100
P 7.71 -3.84 1.34 0.721
N 8.08 -5.25 2.05 -0.216
O 7.30 -2.72 2.63 -0.244
O 9.20 -3.30 0.54 -0.266
C 5.26 -5.31 -0.05 -0.189
O 5.78 -6.46 0.41 -0.045
H 0.81 -0.55 -3.18 0.066
H 2.69 -0.40 -3.40 0.068
H 1.91 -1.26 -1.80 0.094
H 0.94 -2.67 -4.43 0.101
H 2.83 -2.59 -4.54 0.109
H -1.47 -5.31 -2.81 0.125
H -0.47 -4.48 -4.18 0.132
H -0.75 -2.08 -3.14 0.102
H -2.39 -2.95 -3.47 0.144
H -1.91 -0.71 -1.86 0.151
H -2.03 -1.09 -0.02 0.169
H -6.69 -0.12 2.37 0.192
H -0.29 -6.98 0.52 0.114
H -1.36 -6.20 -0.82 0.113
H 0.69 -8.15 -2.24 0.131
H 0.18 -8.98 -0.63 0.109
H -1.38 -9.93 -2.23 0.114
H -1.86 -8.33 -3.11 0.114
H -3.17 -9.70 -1.06 0.077
H -2.33 -8.64 -0.09 0.068
H 3.54 -7.61 1.08 0.132
H 1.80 -8.10 0.54 0.120
H 7.61 -1.32 -0.08 0.096
H 7.80 -1.56 -1.94 0.131
H 4.89 -0.38 -1.20 0.103
H 6.32 0.61 -0.35 0.124
H 7.41 1.36 -2.38 0.118
H 6.98 -0.17 -3.41 0.111
H 4.66 1.40 -2.46 0.038
H 4.94 0.58 -3.92 0.057
H 7.97 -5.19 3.08 -0.012
H 8.16 -2.17 2.74 0.093
H 9.47 -3.99 -0.14 0.092
C 4.30 6.38 -0.27 -0.018
C 3.79 5.13 -0.96 -0.337
C 2.34 4.85 -0.69 -0.114
O 2.27 3.44 -0.84 0.068
C 3.52 2.96 -0.53 -0.494
O 3.78 1.78 -0.35 0.107
O 4.43 3.97 -0.44 0.088
H 3.83 7.28 -0.67 0.093
H 4.11 6.34 0.81 0.089
H 5.39 6.46 -0.39 0.088
H 4.00 5.18 -2.04 0.167
H 1.68 5.34 -1.40 0.105
H 2.03 5.10 0.33 0.148
C 0.96 -2.67 4.15 -0.024
C 0.95 -1.16 4.21 -0.342
C -0.38 -0.57 4.55 -0.102
O -0.32 0.70 3.93 0.005
C 0.53 0.58 2.87 -0.501
O 0.67 1.41 2.00 0.130
O 1.21 -0.61 2.93 0.096
H 0.78 -3.11 5.14 0.099
H 0.19 -3.04 3.46 0.086
H 1.92 -3.04 3.77 0.083
H 1.74 -0.81 4.89 0.163
H -0.54 -0.47 5.63 0.148
H -1.23 -1.12 4.12 0.147
C -2.62 3.86 -4.61 -0.010
C -1.21 3.99 -4.07 -0.339
C -1.14 4.02 -2.57 -0.097
O 0.04 4.76 -2.33 0.017
C 0.20 5.59 -3.41 -0.495
O 0.99 6.52 -3.46 0.134
O -0.65 5.25 -4.42 0.094
H -3.05 2.88 -4.36 0.091
H -3.27 4.64 -4.21 0.092
H -2.62 3.98 -5.70 0.077
H -0.57 3.21 -4.49 0.165
H -1.06 3.02 -2.14 0.147
H -1.98 4.55 -2.11 0.144
C -2.40 2.54 4.52 -0.015
C -2.73 4.01 4.50 -0.335
C -1.60 4.89 4.95 -0.108
O -2.27 6.02 5.47 0.066
C -3.49 5.58 5.89 -0.506
O -4.26 6.24 6.58 0.132
O -3.74 4.31 5.46 0.061
H -1.64 2.29 3.77 0.079
H -2.04 2.22 5.50 0.087
H -3.30 1.94 4.31 0.095
H -3.10 4.31 3.51 0.164
H -0.94 5.17 4.13 0.146
H -1.00 4.45 5.76 0.144
C -6.05 1.87 9.27 -0.018
C -4.75 1.30 8.75 -0.345
C -4.44 1.70 7.34 -0.121
O -3.64 0.62 6.89 0.037
C -4.02 -0.47 7.61 -0.504
O -3.70 -1.62 7.35 0.132
O -4.82 -0.11 8.66 0.090
H -6.00 2.96 9.37 0.094
H -6.89 1.62 8.61 0.092
H -6.29 1.44 10.25 0.089
H -3.93 1.55 9.44 0.163
H -3.89 2.64 7.29 0.130
H -5.32 1.77 6.70 0.148
C -4.55 8.58 -6.25 -0.022
C -3.25 8.00 -6.77 -0.350
C -2.94 8.40 -8.18 -0.115
O -2.14 7.33 -8.64 0.069
C -2.52 6.23 -7.92 -0.502
O -2.20 5.09 -8.18 0.131
O -3.32 6.59 -6.87 0.074
H -4.50 9.66 -6.16 0.092
H -5.39 8.32 -6.92 0.091
H -4.79 8.15 -5.27 0.087
H -2.43 8.26 -6.09 0.164
H -2.39 9.35 -8.24 0.145
H -3.82 8.47 -8.82 0.142

[2]
144
Properties=species:S:1:pos:R:3:lowdin_charge:R:1 method="wB97M-V/def2-TZVPD" homo_lumo_gap_ev=7.11
O -14.04 -9.47 21.07 0.077
C -14.36 -10.65 21.02 -0.349
C -14.37 -11.53 22.26 0.033
C -14.91 -12.74 22.23 0.034
C -15.28 -13.33 20.90 -0.354
O -15.45 -14.53 20.80 0.088
C -15.33 -12.42 19.68 0.018
C -14.84 -11.21 19.73 -0.001
H -14.09 -11.06 23.16 0.092
H -14.98 -13.44 23.05 0.116
H -15.71 -12.92 18.78 0.122
H -14.65 -10.61 18.83 0.126
O -13.52 -12.72 16.85 0.067
C -13.10 -11.76 16.22 -0.374
C -14.09 -10.89 15.54 0.026
C -13.72 -9.63 15.26 0.041
C -12.28 -9.21 15.46 -0.378
O -12.02 -8.04 15.40 0.102
C -11.28 -10.15 15.94 0.049
C -11.69 -11.39 16.29 0.016
H -15.11 -11.21 15.50 0.113
H -14.37 -8.85 14.84 0.125
H -10.29 -9.77 16.18 0.125
H -11.05 -12.13 16.78 0.116
O -7.90 -16.27 17.56 0.102
C -8.44 -17.09 18.24 -0.411
C -8.74 -16.81 19.66 0.012
C -9.14 -17.84 20.43 0.034
C -9.50 -19.15 19.84 -0.364
O -10.11 -19.93 20.58 0.055
C -9.20 -19.38 18.38 0.009
C -8.73 -18.40 17.62 0.009
H -8.55 -15.76 19.86 0.076
H -9.48 -17.82 21.44 0.104
H -9.45 -20.38 18.02 0.118
H -8.58 -18.49 16.55 0.127
O -6.84 -17.78 23.72 0.068
C -6.76 -16.78 24.46 -0.334
C -7.27 -15.48 24.01 0.011
C -7.24 -14.43 24.76 0.007
C -6.60 -14.47 26.09 -0.397
O -6.22 -13.44 26.64 0.080
C -6.17 -15.75 26.65 0.029
C -6.16 -16.83 25.83 0.038
H -7.71 -15.47 23.04 0.090
H -7.65 -13.47 24.54 0.071
H -5.92 -15.66 27.70 0.126
H -5.85 -17.83 26.15 0.115
O -11.39 -11.06 19.14 0.090
C -11.03 -12.01 19.82 -0.376
C -10.28 -11.82 21.03 0.026
C -9.79 -12.85 21.73 0.043
C -10.13 -14.20 21.30 -0.381
O -9.74 -15.11 21.99 0.094
C -10.89 -14.41 20.02 0.055
C -11.24 -13.37 19.29 0.031
H -10.02 -10.79 21.26 0.108
H -9.16 -12.81 22.61 0.118
H -11.13 -15.39 19.68 0.084
H -11.64 -13.38 18.27 0.099
C -10.30 -18.32 24.99 -0.054
N -9.53 -19.47 24.51 0.017
C -8.32 -19.77 25.05 -0.529
C -7.48 -20.85 24.38 0.000
O -7.83 -19.14 26.01 -0.010
H -10.68 -18.57 25.99 0.094
H -11.11 -18.12 24.29 0.078
H -9.61 -17.44 25.04 0.072
H -9.59 -19.93 23.62 0.107
H -6.73 -20.34 23.77 0.077
H -8.10 -21.54 23.82 0.069
H -7.00 -21.48 25.12 0.076
C -11.39 -7.76 19.99 -0.074
N -11.40 -6.85 18.86 0.013
C -10.47 -6.98 17.83 -0.538
C -10.48 -5.89 16.80 -0.023
O -9.56 -7.80 17.86 0.014
H -10.46 -8.33 19.87 0.061
H -12.31 -8.39 19.93 0.073
H -11.43 -7.34 21.01 0.071
H -12.23 -6.24 18.81 0.143
H -9.70 -6.00 16.05 0.087
H -10.47 -4.97 17.39 0.081
H -11.42 -5.86 16.18 0.079
C -8.61 -11.30 25.27 -0.074
N -9.54 -10.62 24.41 0.020
C -10.86 -10.38 24.79 -0.505
C -11.63 -9.56 23.72 0.017
O -11.40 -10.87 25.74 0.052
H -8.34 -10.75 26.17 0.098
H -7.71 -11.47 24.69 0.080
H -8.99 -12.28 25.47 0.052
H -9.26 -10.03 23.65 0.055
H -12.55 -9.26 24.16 0.072
H -11.80 -10.26 22.93 0.045
H -11.07 -8.71 23.31 0.059
C -11.52 -14.84 24.95 -0.090
N -11.02 -14.04 26.01 0.011
C -10.07 -14.45 26.93 -0.542
C -10.08 -13.72 28.22 0.012
O -9.47 -15.51 26.80 0.050
H -10.72 -15.39 24.44 0.054
H -12.00 -14.24 24.14 0.088
H -12.22 -15.61 25.26 0.083
H -11.32 -13.05 26.10 0.103
H -10.69 -14.40 28.79 0.086
H -10.54 -12.75 28.22 0.078
H -9.10 -13.81 28.67 0.089
C -13.68 -15.67 17.89 -0.061
N -13.80 -17.09 17.86 0.005
C -12.77 -17.92 18.20 -0.526
C -12.93 -19.36 18.27 0.006
O -11.64 -17.47 18.38 0.043
H -14.59 -15.45 18.53 0.101
H -13.62 -15.24 16.95 0.054
H -12.83 -15.45 18.55 0.059
H -14.71 -17.51 17.84 0.133
H -12.14 -19.76 18.88 0.068
H -13.00 -19.87 17.31 0.093
H -13.87 -19.56 18.81 0.096
C -5.07 -15.71 19.90 -0.078
N -5.16 -14.30 19.73 0.013
C -6.33 -13.65 19.87 -0.525
C -6.28 -12.13 19.67 0.011
O -7.35 -14.20 20.20 0.047
H -5.55 -16.26 19.07 0.089
H -5.52 -16.07 20.85 0.099
H -4.07 -16.06 19.91 0.070
H -4.29 -13.79 19.54 0.148
H -6.03 -11.64 20.60 0.075
H -7.25 -11.79 19.36 0.064
H -5.50 -11.88 18.91 0.089
C -9.40 -6.10 22.86 -0.073
N -8.65 -6.61 21.74 0.020
C -8.35 -7.95 21.55 -0.540
C -7.50 -8.21 20.40 -0.005
O -8.65 -8.80 22.37 0.025
H -9.15 -5.06 23.03 0.084
H -9.31 -6.67 23.76 0.079
H -10.47 -6.13 22.61 0.068
H -8.61 -6.03 20.90 0.138
H -6.48 -8.23 20.72 0.090
H -7.58 -7.53 19.56 0.074
H -7.61 -9.21 19.93 0.088

So what do the calculations give for E? Going down the list: -141340.223, -99240.784 eV.